[1]
The following is a DFT calculation (ωB97M-V with the def2-TZVPD basis set) of one molecule with the formula C16H16Cl2N2O4S.

Each line ends with the Löwdin charge.
Positions of all 41 atoms, in Å:
C  0.21706  -1.21297  -5.02504  -0.001
C  -0.14384  -1.50010  -3.61693  -0.360
C  -1.25220  -1.20575  -2.87682  0.049
C  -0.94901  -1.74779  -1.60230  -0.310
N  -1.71036  -1.75316  -0.45572  0.148
C  -2.86152  -1.05437  -0.26887  -0.508
O  -3.41484  -0.39483  -1.11409  0.100
C  -3.48619  -1.23974  1.11201  -0.529
C  -4.47461  -2.40131  1.04418  -0.107
S  -2.28201  -1.58272  2.45072  0.957
C  -1.50511  0.05433  2.64845  -0.331
C  -0.53245  0.31590  1.52157  -0.576
O  -0.76047  1.02920  0.58103  0.134
O  0.59389  -0.36374  1.71369  -0.045
C  1.62728  -0.22950  0.73226  -0.136
C  2.01551  1.20667  0.50417  -0.241
C  2.45507  1.99262  1.56927  -0.588
Cl  2.58574  1.29514  3.14388  0.754
C  2.79592  3.32529  1.40650  -0.101
C  2.70178  3.90070  0.15276  -0.071
C  2.27484  3.14987  -0.92644  -0.097
C  1.93471  1.81812  -0.74601  -0.587
Cl  1.40204  0.92854  -2.11455  0.821
N  0.23884  -2.31093  -1.60120  0.097
O  0.74079  -2.16443  -2.85435  -0.021
H  1.02174  -0.47941  -5.05810  0.081
H  0.56761  -2.11979  -5.51373  0.090
H  -0.64612  -0.82027  -5.55292  0.089
H  -2.13854  -0.68098  -3.15642  0.110
H  -1.31089  -2.25142  0.33325  0.109
H  -4.01302  -0.31806  1.37209  0.120
H  -3.95548  -3.32896  0.81215  0.082
H  -5.21114  -2.20485  0.26828  0.090
H  -4.98367  -2.51754  1.99769  0.074
H  -0.97729  0.00785  3.59928  0.087
H  -2.28553  0.81360  2.66608  0.096
H  1.30199  -0.70124  -0.19917  0.073
H  2.46619  -0.79266  1.14920  0.136
H  3.12894  3.89834  2.25690  0.103
H  2.96081  4.93890  0.01695  0.108
H  2.19495  3.58943  -1.90774  0.104

## Properties
**Strongest force on any atom**: 1.253 eV Å⁻¹
**Energy relative to the best compared isomer or geometry (same formula, charge and spin)**: 0.000 eV
**2S+1**: 1
**Kohn-Sham gap**: 9.769 eV
**HOMO**: -9.138 eV
**E_LUMO**: 0.63 eV

=====

[2]
The following is a DFT calculation (ωB97M-V with the def2-TZVPD basis set) of C16H16ClN3O as an isolated structure.

Each line ends with the Löwdin charge.
Positions of all 37 atoms, in Å:
O  2.66850  2.13282  0.99841  0.065
C  2.00277  1.61620  0.09211  -0.281
N  0.76970  0.96494  0.10984  -0.112
C  0.21574  0.34892  -0.89388  -0.218
H  0.94949  0.13928  -1.49645  0.092
C  -0.42564  -0.81876  -0.31714  -0.122
N  -1.36705  -0.41499  0.61957  -0.138
C  -2.26901  -1.26200  1.22741  -0.303
C  -2.08293  -1.41091  2.59449  0.000
C  -2.75446  -2.48775  3.40636  0.008
C  -3.56395  -3.42412  2.48514  -0.065
C  -3.73595  -3.15614  1.17933  -0.218
C  -3.09996  -2.12761  0.78787  -0.431
Cl  -3.39357  -2.18700  -1.14059  0.526
H  -4.44622  -3.81863  0.78380  0.107
H  -3.94895  -4.20588  3.24287  0.123
H  -2.54415  -2.58043  4.58407  0.133
H  -1.30791  -0.87347  3.22445  0.129
C  -1.38949  0.85726  1.11583  -0.063
H  -1.50114  1.61200  0.48063  0.092
C  0.24009  1.14105  1.39155  -0.029
H  0.78765  0.12252  1.91426  0.204
H  0.49387  1.90288  1.82491  0.018
H  -1.65950  0.85222  2.05758  0.066
H  -1.16153  -1.24341  -1.38254  0.152
H  0.09964  -1.54771  0.15486  0.108
H  -0.37666  1.06725  -1.31016  0.127
C  2.63897  1.65751  -1.47977  -0.160
C  2.35219  2.45513  -2.35331  -0.163
C  2.89565  2.45807  -3.52915  -0.144
C  3.94298  1.74877  -3.83858  -0.140
N  4.46940  1.12200  -2.77467  0.057
C  3.87235  0.93702  -1.62783  -0.062
H  4.38403  0.43220  -0.73506  0.147
H  4.60300  1.76520  -4.62485  0.089
H  2.43570  3.01420  -4.56120  0.181
H  1.20634  3.21140  -2.21017  0.224

## Properties
**Strongest force on any atom**: 14.187 eV Å⁻¹
**Energy relative to the best compared isomer or geometry (same formula, charge and spin)**: 13.321 eV
**2S+1**: 1
**Kohn-Sham gap**: 8.841 eV
**HOMO**: -8.355 eV
**E_LUMO**: 0.49 eV

=====

[3]
The following is a DFT calculation (ωB97M-V with the def2-TZVPD basis set) of one molecule with the formula C16H16ClN3O2.

Each line ends with the Löwdin charge.
Positions of all 38 atoms, in Å:
C  2.37376  -2.15201  1.49295  -0.067
C  1.26718  -2.27356  0.53370  -0.394
C  1.04987  -3.15008  -0.46509  -0.080
C  -0.06318  -3.19098  -1.34647  -0.303
N  -1.10892  -2.66204  -1.24255  0.113
C  -1.10563  -1.78676  -0.00865  -0.147
N  -2.34164  -1.15159  0.20318  0.123
C  -2.77842  -0.03386  1.21408  -0.596
O  -2.15308  0.08301  2.07957  0.262
C  -3.98212  0.35735  0.80505  -0.092
C  -3.76528  1.58722  -0.01801  -0.067
N  -2.25903  1.82483  -0.05725  0.082
C  -1.48247  1.41265  -0.95747  -0.492
O  -1.74910  1.10061  -2.14686  0.039
C  -0.02448  1.51996  -0.57677  -0.149
C  0.76830  0.61294  -1.53023  0.074
C  2.03714  0.56767  -0.99242  -0.151
C  2.69132  1.31134  -0.04167  -0.647
Cl  4.40409  1.17045  0.26582  0.660
C  1.85291  2.12490  0.81213  0.033
C  0.57085  2.38130  0.09764  -0.045
C  0.08986  -1.53202  0.84451  0.013
H  2.23771  -1.16297  2.18450  0.122
H  3.23384  -1.93271  0.63877  0.127
H  2.49155  -3.07384  2.19631  0.111
H  2.01685  -3.51823  -1.05432  0.142
H  -0.09012  -3.66062  -2.40459  0.141
H  -3.02175  -1.35012  -0.60255  0.161
H  -4.77828  -0.03259  0.61058  0.047
H  -4.32080  0.99021  1.72671  0.190
H  -4.34333  2.48039  -0.10378  0.121
H  -3.84935  1.28278  -1.13207  0.148
H  -1.91835  2.34218  0.74787  0.152
H  0.39690  0.02148  -2.17484  0.041
H  2.69477  -0.23411  -1.61157  0.155
H  2.36782  2.45850  1.44014  -0.030
H  0.07097  2.93519  0.90450  0.121
H  -0.17838  -1.09205  1.76786  0.081

## Properties
**Strongest force on any atom**: 17.344 eV Å⁻¹
**Energy relative to the best compared isomer or geometry (same formula, charge and spin)**: 13.251 eV
**2S+1**: 1
**Kohn-Sham gap**: 8.043 eV
**HOMO**: -7.745 eV
**E_LUMO**: 0.30 eV

=====

Number 1 is which compound?
C16H16Cl2N2O4S